1.
80
Properties=species:S:1:pos:R:3:forces:R:3 method="wB97M-V/def2-TZVPD" total_energy_ev=-108892.2002 relative_energy_ev=1.199 orbital_gap_ev=5.77 total_charge=-2
Na -0.5041 -0.1842 1.0824 1.27 -1.67 1.04
C -1.8408 -0.7043 -2.0401 -0.08 -0.16 0.01
C -2.2284 0.0417 -0.8031 -0.40 0.02 -0.08
N -2.4641 -0.6535 0.2479 -0.58 -1.15 -0.33
N -2.8512 0.0780 1.3347 -0.34 1.45 -0.65
C -3.0044 -0.4360 2.4968 -0.19 -0.07 0.26
S -2.8315 -1.9778 3.1387 0.07 -0.58 0.13
S -3.5357 0.8024 3.7004 0.10 0.12 0.09
C -3.3243 2.3786 2.7786 -0.27 -0.64 0.00
C -2.7053 3.3936 3.6600 -0.07 0.21 0.13
C -1.3929 3.2229 4.0899 0.08 0.03 -0.02
C -0.8156 4.1256 4.9592 0.10 0.01 0.02
C -1.5381 5.2220 5.4067 0.01 0.17 0.14
C -2.8336 5.4176 4.9603 0.04 0.19 0.16
C -3.4131 4.5074 4.0947 0.04 -0.10 -0.06
C -2.2773 1.5173 -0.8845 0.08 0.29 0.33
C -3.1992 2.1429 -1.7036 -0.04 0.01 -0.08
C -3.2614 3.5237 -1.8121 -0.28 0.16 -0.22
C -2.3571 4.2980 -1.0955 -0.09 0.11 -0.09
C -1.4283 3.7015 -0.2780 0.21 0.04 0.20
C -1.3557 2.2923 -0.1078 -0.21 0.34 -0.37
O -0.5061 1.7567 0.6788 0.36 1.18 0.02
H -2.2438 -1.7145 -2.0020 0.13 -0.08 -0.04
H -2.2020 -0.1876 -2.9291 0.03 0.00 -0.04
H -0.7525 -0.7603 -2.1003 0.11 -0.07 -0.16
H -2.6767 2.1111 1.9428 -0.14 0.08 0.00
H -4.2982 2.6886 2.4026 0.08 0.13 -0.10
H -0.8373 2.3706 3.7250 0.02 -0.09 -0.01
H 0.2026 3.9797 5.2958 0.06 -0.02 0.00
H -1.0933 5.9189 6.1053 0.04 0.06 0.00
H -3.3971 6.2806 5.2936 -0.02 0.03 0.02
H -4.4254 4.6601 3.7478 -0.11 -0.03 -0.04
H -3.9139 1.5337 -2.2481 0.02 -0.03 -0.06
H -4.0075 3.9905 -2.4421 -0.04 0.00 -0.04
H -2.3845 5.3827 -1.1801 0.00 -0.08 0.01
H -0.7196 4.3019 0.2830 -0.01 -0.03 0.05
S -0.8535 -6.0985 -5.4082 -0.31 -0.60 -0.30
C -0.1824 -5.0706 -4.2964 0.00 -0.08 0.14
S 0.0284 -5.5649 -2.6357 0.35 1.34 -0.42
C 0.7539 -3.9099 -2.2752 -0.65 -1.44 -0.81
N 0.7595 -3.1959 -3.3438 0.48 1.06 0.36
N 0.2696 -3.8006 -4.4608 -0.37 -1.15 0.52
C 0.4077 -3.0431 -5.6309 0.12 0.40 -0.58
C 0.0599 -3.5012 -6.9000 -0.11 -0.24 0.05
C 0.2881 -2.7102 -8.0110 0.10 0.23 -0.09
C 0.8630 -1.4577 -7.8874 0.01 0.04 -0.13
C 1.1988 -0.9959 -6.6250 -0.01 0.03 -0.12
C 0.9691 -1.7679 -5.5072 0.03 0.04 0.14
S 1.3299 -3.5163 -0.7863 0.38 0.19 1.35
H -0.3806 -4.4762 -7.0117 0.02 0.05 -0.02
H 0.0220 -3.0826 -8.9910 -0.05 -0.07 -0.03
H 1.0473 -0.8456 -8.7598 0.00 0.02 -0.06
H 1.6544 -0.0243 -6.5073 0.01 0.13 0.03
H 1.2274 -1.4059 -4.5255 0.01 -0.01 -0.04
C 3.5226 -4.3433 4.7445 -0.02 0.01 -0.04
C 2.5657 -3.4348 4.0300 -0.17 0.07 0.00
C 2.6518 -2.0538 4.1464 -0.01 -0.03 0.03
C 1.7340 -1.2650 3.4729 0.22 0.05 0.15
N 0.7759 -1.7471 2.7011 -0.15 0.45 -0.21
C 0.6864 -3.0612 2.5887 -0.10 -0.47 0.01
C 1.5419 -3.9384 3.2379 0.13 0.16 0.11
H 4.1836 -3.7769 5.3986 0.04 -0.01 0.03
H 4.1328 -4.8925 4.0273 0.05 -0.04 -0.01
H 2.9807 -5.0724 5.3464 0.00 -0.05 0.03
H 3.4139 -1.6007 4.7665 0.04 0.06 0.01
H 1.7677 -0.1884 3.5614 0.09 0.16 0.06
H -0.1055 -3.4309 1.9587 -0.16 -0.06 -0.09
H 1.4054 -5.0036 3.1367 -0.02 -0.14 -0.13
N 6.3165 2.6471 -1.3766 -0.27 -0.11 0.07
C 5.3459 2.1325 -1.0282 1.32 0.65 -0.49
C 4.1812 1.4921 -0.5732 -1.59 -0.84 0.57
C 3.5678 1.8995 0.6203 0.37 -0.02 -0.37
C 2.4366 1.2268 1.0369 -0.04 0.15 0.08
N 1.8999 0.2087 0.3812 0.02 -0.04 -0.06
C 2.4645 -0.1607 -0.7589 -0.10 -0.22 -0.19
C 3.5951 0.4377 -1.2849 0.43 0.56 0.17
H 3.9706 2.7265 1.1874 -0.02 0.00 0.04
H 1.9141 1.5305 1.9286 -0.06 0.16 0.18
H 1.9924 -0.9916 -1.2625 0.01 -0.17 -0.11
H 4.0136 0.1047 -2.2223 0.02 -0.07 -0.04



2.
70
Properties=species:S:1:pos:R:3:forces:R:3 method="wB97M-V/def2-TZVPD" total_energy_ev=-46004.6849 orbital_gap_ev=3.44
C -5.4849 2.2614 1.9108 0.28 -0.33 -0.17
O -5.3316 0.8310 2.0541 1.03 -0.44 -0.12
C -4.1020 0.2558 2.0058 0.20 0.41 0.38
C -3.9970 -1.0936 2.4551 -0.45 0.41 0.07
C -2.7736 -1.6321 2.7646 0.47 0.12 0.15
C -1.5558 -0.8902 2.6045 -0.63 0.30 -0.19
C -0.3232 -1.4130 3.0785 0.44 0.02 -1.14
C 0.9564 -0.8194 2.8493 0.15 0.60 0.22
C 2.0733 -1.6010 2.4135 -0.75 -0.33 0.35
C 3.2207 -1.0173 1.9459 0.50 0.72 0.21
C 3.4153 0.3846 2.0912 -0.13 -0.27 0.02
O 4.6277 0.8807 1.7335 -0.91 0.08 0.39
C 4.8718 2.2940 1.9090 -0.20 -0.28 -0.13
C 2.3585 1.1717 2.6138 0.39 0.14 -0.03
C 1.1579 0.5839 2.9549 -0.25 0.05 -0.45
C -1.6863 0.3399 1.8840 -0.08 0.20 0.16
C -2.9129 0.9279 1.6018 -0.31 -0.41 0.58
H -6.5467 2.4213 2.0757 0.07 0.10 -0.09
H -4.9075 2.8268 2.6583 -0.06 -0.39 -0.18
H -5.1998 2.5774 0.9002 -0.12 -0.03 0.20
H -4.9193 -1.6435 2.6562 0.32 0.18 -0.10
H -2.6986 -2.6477 3.1557 -0.15 0.29 0.06
H -0.3347 -2.4181 3.5016 0.01 -0.02 -0.14
H 1.9505 -2.6839 2.3872 0.15 0.22 -0.02
H 4.0370 -1.6176 1.5472 -0.20 0.14 0.15
H 5.9275 2.4192 1.6836 -0.07 0.04 0.01
H 4.2668 2.8790 1.2010 0.14 -0.17 0.19
H 4.6707 2.6283 2.9358 0.05 -0.23 -0.22
H 2.4910 2.2469 2.7563 -0.08 -0.44 -0.06
H 0.3354 1.2280 3.2845 0.46 -0.34 0.17
H -0.7935 0.8704 1.5656 -0.17 -0.16 0.03
H -2.9592 1.9259 1.1628 0.05 -0.40 0.05
C 0.3161 0.4090 8.7490 -0.06 -0.16 -0.11
C 1.5627 0.0020 8.2625 -0.41 0.00 -0.31
C 1.6509 -1.1139 7.4406 0.02 0.05 0.24
C 0.5492 -1.9460 7.1862 -0.13 0.76 0.17
C 0.8120 -3.2345 6.5217 0.59 -1.00 -0.84
C 1.7806 -3.3061 5.4245 -0.38 0.60 0.92
C 1.8745 -4.5629 4.6050 0.08 0.32 -0.41
C 0.7322 -5.2749 4.2540 0.09 -0.16 -0.10
C 0.8406 -6.4513 3.5158 0.15 0.24 -0.03
C 2.1048 -6.9137 3.1229 -0.05 0.28 0.24
C 3.2451 -6.1481 3.4110 -0.36 0.12 -0.21
C 3.1167 -4.9351 4.0886 -0.03 -0.26 0.22
O 2.5392 -2.3675 5.1233 -0.15 -0.09 -0.67
C 0.7073 -4.4596 7.2804 0.07 -0.29 0.30
C -0.0721 -4.4821 8.5843 0.18 -0.17 0.00
C 0.3425 -3.7153 9.6706 -0.10 0.35 0.03
C -0.2928 -3.8194 10.9093 -0.23 -0.28 -0.17
C -1.3421 -4.7375 11.0607 0.12 -0.05 -0.35
C -1.7155 -5.5643 9.9796 0.01 0.37 0.24
C -1.0838 -5.4278 8.7417 -0.23 0.18 0.26
O 1.2999 -5.5252 7.0305 -0.49 0.50 -0.08
C -0.7128 -1.5022 7.6446 0.42 -0.01 -0.22
C -0.8263 -0.3265 8.3949 0.22 0.01 -0.02
H 0.2438 1.2968 9.3794 -0.09 -0.24 -0.17
H 2.4786 0.5489 8.4758 -0.25 0.07 0.09
H 2.5893 -1.3907 6.9780 -0.01 0.04 0.34
H -0.2260 -4.8812 4.6004 0.17 -0.34 -0.02
H -0.0709 -6.9902 3.2607 0.29 -0.05 0.00
H 2.1942 -7.8612 2.5941 0.02 0.21 0.08
H 4.2321 -6.4759 3.0873 -0.24 -0.01 0.01
H 3.9727 -4.2785 4.2714 -0.26 -0.35 0.06
H 1.1308 -2.9763 9.5028 -0.18 -0.28 0.25
H 0.0222 -3.1812 11.7443 -0.18 -0.31 -0.37
H -1.8798 -4.7826 12.0112 0.20 -0.16 -0.30
H -2.5149 -6.3030 10.0994 0.26 0.33 0.01
H -1.3932 -6.0162 7.8734 0.17 0.03 0.39
H -1.6015 -2.0893 7.4001 0.23 0.13 0.16
H -1.8181 0.0194 8.7009 0.35 -0.16 0.01



3.
79
Properties=species:S:1:pos:R:3:forces:R:3 method="wB97M-V/def2-TZVPD" total_energy_ev=-147124.0040 multiplicity=2 relative_energy_ev=1.900 orbital_gap_ev="6.68 / 6.66" total_charge=-1
Ru 1.8610 2.1139 0.1521 -1.09 0.22 -0.36
O 4.7227 0.7500 3.4704 -0.28 0.12 0.09
C 3.9400 0.9728 2.4012 0.50 -0.07 -0.84
O 2.7987 1.3525 2.4747 0.06 -0.33 0.20
C 4.6339 0.6857 1.0846 -0.63 0.19 1.12
C 5.9265 0.2460 1.0117 0.55 -0.22 -0.37
C 6.4420 -0.0329 -0.2615 0.04 0.01 0.50
C 5.6246 0.1139 -1.3526 -0.23 0.06 -0.27
C 4.3176 0.5704 -1.1689 0.13 0.07 0.10
N 3.8487 0.8647 0.0311 -0.09 0.16 -0.13
C 3.3285 0.6985 -2.3125 0.22 -0.19 -0.07
O 3.6648 0.2196 -3.3919 -0.19 0.07 0.03
O 2.2327 1.2348 -1.9720 0.10 0.23 0.09
H 4.1814 0.9711 4.2443 0.07 -0.01 0.01
H 6.5130 0.1255 1.9101 0.02 -0.01 -0.02
H 7.4632 -0.3738 -0.3747 0.00 0.02 0.01
H 5.9411 -0.1036 -2.3631 -0.02 -0.01 0.01
C 2.6351 4.6628 1.8122 -0.17 -0.06 0.15
C 3.0673 3.6252 0.8049 0.88 -0.19 -0.81
O 4.1961 3.6849 0.3403 -0.24 0.00 0.43
H 3.4912 5.2773 2.0934 0.01 -0.01 -0.03
H 2.1821 4.1865 2.6820 0.02 0.03 0.01
H 1.8621 5.2747 1.3464 -0.02 0.02 0.04
Cl 0.0260 2.8532 1.4884 0.22 0.06 0.03
S 1.1624 3.9222 -1.1976 0.26 -0.18 -0.25
C 2.4719 4.0756 -2.2733 -0.21 0.01 0.21
N 3.3492 4.2223 -3.0121 -0.06 0.03 0.00
C -1.3362 0.0227 0.4594 0.01 -0.08 0.11
C -0.9711 -0.5602 1.8199 0.10 0.11 -0.10
As -2.4011 -1.4728 2.8056 -0.01 -0.02 0.06
C -2.8791 -2.7619 1.4130 -0.09 -0.04 -0.03
C -2.3003 -4.0254 1.5188 -0.02 -0.02 -0.10
C -2.5277 -4.9988 0.5531 0.00 0.07 0.01
C -3.3479 -4.7198 -0.5309 0.01 0.04 0.02
C -3.9379 -3.4670 -0.6429 0.03 0.01 0.05
C -3.7079 -2.4954 0.3239 0.02 -0.08 -0.01
C -3.8114 -0.1469 2.5936 -0.12 -0.01 0.03
C -5.1510 -0.5342 2.5917 -0.01 0.12 0.00
C -6.1612 0.4177 2.5434 0.04 0.00 -0.01
C -5.8433 1.7702 2.5096 0.00 -0.04 0.00
C -4.5131 2.1644 2.5298 0.01 -0.05 0.00
C -3.5025 1.2114 2.5750 -0.03 0.03 0.01
P 0.1525 0.3505 -0.5710 0.13 -0.26 0.01
C 0.6715 -1.3990 -0.8089 0.01 -0.04 -0.11
C 1.8019 -1.8488 -0.1317 0.04 0.00 -0.01
C 2.2044 -3.1783 -0.2049 -0.06 0.02 -0.04
C 1.4730 -4.0823 -0.9631 0.03 0.08 0.04
C 0.3286 -3.6545 -1.6244 -0.02 0.03 0.04
C -0.0702 -2.3283 -1.5406 -0.08 0.02 0.04
C -0.6750 0.8224 -2.1314 -0.03 0.03 0.07
C -1.6096 1.8544 -2.0582 -0.07 -0.02 -0.04
C -2.2582 2.3051 -3.1998 0.03 -0.01 0.02
C -1.9711 1.7381 -4.4329 0.03 -0.02 0.04
C -1.0192 0.7303 -4.5188 -0.02 0.04 0.05
C -0.3713 0.2809 -3.3774 0.16 0.04 -0.02
H -1.8408 0.9776 0.5760 -0.06 -0.01 0.03
H -1.9898 -0.6387 -0.1107 -0.02 -0.06 0.02
H -0.5708 0.2173 2.4740 0.06 0.02 -0.04
H -0.1959 -1.3250 1.7320 0.03 -0.02 -0.01
H -1.6578 -4.2510 2.3628 0.00 0.00 0.01
H -2.0628 -5.9726 0.6484 0.00 0.01 0.00
H -3.5265 -5.4745 -1.2873 0.00 0.01 0.01
H -4.5747 -3.2394 -1.4892 0.00 -0.01 0.01
H -4.1789 -1.5253 0.2244 0.01 0.02 0.00
H -5.4108 -1.5864 2.6191 0.00 -0.02 0.00
H -7.1978 0.1026 2.5301 0.01 0.00 0.00
H -6.6300 2.5134 2.4673 0.00 -0.01 0.00
H -4.2539 3.2156 2.5024 0.00 -0.01 0.00
H -2.4685 1.5399 2.5822 -0.03 0.03 0.02
H 2.3660 -1.1421 0.4657 0.03 0.00 -0.04
H 3.0919 -3.5035 0.3257 -0.02 0.01 -0.01
H 1.7900 -5.1157 -1.0370 -0.01 0.01 0.02
H -0.2628 -4.3575 -2.1998 0.02 0.03 0.01
H -0.9773 -2.0156 -2.0449 0.02 0.01 -0.02
H -1.8131 2.3316 -1.1064 0.00 0.02 -0.02
H -2.9715 3.1169 -3.1251 0.00 -0.01 0.00
H -2.4656 2.0979 -5.3271 0.00 -0.01 0.01
H -0.7595 0.3076 -5.4815 0.00 0.00 0.01
H 0.4113 -0.4612 -3.4688 -0.01 -0.01 0.02